# 1
Here is a molecular structure, C19H17F6FeN7O4S4Sb from the OMol25 dataset. Energies are from ωB97M-V with the def2-TZVPD basis set.

Results
HOMO (alpha / beta) = -8.194 / -8.379 eV
Spin multiplicity = 6
E_tot = -5114.3861 a.u.
Kohn-Sham gap (alpha / beta) = 8.013 / 5.680 eV
Charge = 0

Element x y z (Å)
Fe 0.46255 -0.39683 0.37477
F -3.21318 -2.93973 -3.57315
C -2.19284 -3.01061 -2.73234
F -2.28773 -4.13704 -2.02597
F -1.05807 -3.06530 -3.44324
S -2.18574 -1.56639 -1.58001
O -0.97554 -1.78221 -0.80663
O -3.43398 -1.64308 -0.90481
N -2.11801 -0.35752 -2.57144
S -1.02274 0.75108 -2.62802
O -1.57846 2.04443 -2.81948
O 0.04477 0.60129 -1.65818
C -0.14796 0.38706 -4.21559
F -0.99605 0.30215 -5.22777
F 0.52688 -0.77804 -4.13202
F 0.74694 1.34071 -4.47695
S 1.11852 1.60909 1.86318
C -0.02125 2.79200 1.45825
C 0.32397 4.15325 1.65912
C -0.53312 5.17222 1.35121
C -0.12051 6.52856 1.55639
N 0.21777 7.61471 1.71544
C -1.83023 4.88282 0.82658
C -2.20648 3.58192 0.65223
C -1.33643 2.49567 0.95863
S -1.92461 0.92813 0.76592
C -2.72853 5.94496 0.48810
N -3.45002 6.79529 0.21332
H 1.30411 4.38055 2.05493
H -3.18320 3.34452 0.25483
N 2.93016 -0.18099 -2.62025
C 3.26009 1.13021 -2.32680
C 3.02238 1.28851 -0.99694
N 2.56183 0.10957 -0.46632
C 2.51061 -0.73953 -1.46969
C 1.97060 -2.06582 -1.24193
N 1.66583 -2.44579 -0.01853
C 1.16648 -3.71749 -0.14451
C 1.17547 -4.09559 -1.45018
N 1.70533 -3.02853 -2.14783
H 2.89111 -0.58272 -3.54069
H 3.61966 1.80649 -3.08054
H 3.14891 2.16552 -0.38736
H 0.82236 -4.28177 0.70493
H 0.85285 -4.99543 -1.94128
H 1.71132 -2.93344 -3.14889
C -1.25986 -0.37055 4.26189
Sb -0.20613 -1.55896 2.85666
C -0.77712 -3.48238 3.58043
C 1.73516 -1.51602 3.76184
H -0.89372 -0.59452 5.26340
H -2.32754 -0.57577 4.21090
H -1.09080 0.68095 4.03561
H -0.54867 -3.53059 4.64468
H -0.22268 -4.26526 3.06578
H -1.84118 -3.65636 3.43359
H 1.71354 -0.89005 4.65287
H 2.47529 -1.12018 3.06882
H 2.02790 -2.52718 4.04304

Löwdin atomic charge list, values in e, 6 entries: 0.385, 0.161, -0.670, 0.143, 0.117, 0.571

***

# 2
Here is C19H17N3O2S2 in the gas phase at a distorted geometry from the OMol25 dataset. Energies are from ωB97M-V with the def2-TZVPD basis set.

Results
HOMO = -8.499 eV
E_tot = -1845.2477 a.u.
Energy above the lowest of the compared OMol25 structures with the same formula, charge and spin = 4.485 eV
Kohn-Sham gap = 8.733 eV
Structure (SMILES) = COc1ccccc1-c1nnc(S[C@@H]2CCc3ccccc3NC2=O)s1
Charge = 0

Element x y z (Å)
O -1.75600 0.47123 -2.55985
N 0.13760 -1.37216 0.18539
N -0.10048 -0.82096 1.40537
O -3.20855 -1.84549 3.46372
S -2.36590 -1.48860 0.48691
S -0.91543 -2.43772 -2.12525
C -0.59108 0.25310 -2.82655
C -0.92480 -1.79187 -0.48284
C -1.38208 -0.87047 1.73727
C -2.00709 1.00006 5.57102
C -1.12950 1.52741 4.70226
C 3.40847 2.83785 -1.91880
C 4.36185 2.03318 -2.61596
C -2.72911 -0.14136 5.19321
C -0.96105 0.93339 3.47129
C 2.03666 2.61318 -1.96040
C 3.84629 1.09030 -3.51067
C -2.62631 -0.70821 3.91415
C -1.70815 -0.22201 3.04492
C 1.53557 1.56508 -2.75999
C 2.46552 0.94119 -3.62714
N 0.11777 1.43024 -2.76951
C -3.38988 -2.94315 4.44945
C -0.17959 -1.17556 -3.28263
C 2.01341 -0.22843 -4.46198
C 1.32551 -1.42750 -3.61646
H -2.15808 1.45528 6.56884
H -0.64526 2.49065 5.01770
H 3.82116 3.63573 -1.21793
H 5.43148 2.15162 -2.62642
H -3.32391 -0.56288 5.97590
H -0.17916 1.33649 2.77725
H 1.50354 3.26605 -1.31383
H 4.47672 0.56222 -4.30973
H -0.40902 2.08210 -2.17357
H -3.66001 -2.71628 5.47459
H -2.43202 -3.50366 4.49212
H -4.20248 -3.55857 3.98709
H -0.72082 -1.40851 -4.26601
H 2.76926 -0.70960 -5.19951
H 1.22087 0.06168 -5.09684
H 1.11329 -2.23360 -4.33077
H 2.12078 -1.57145 -2.86582

Löwdin atomic charge list, values in e, 6 entries: 0.029, -0.053, 0.008, -0.121, 1.080, 0.927

***

# 3
Here is C19H18BF3O2 in the gas phase at a distorted geometry from the OMol25 dataset. Energies are from ωB97M-V with the def2-TZVPD basis set.

Results
HOMO = -7.077 eV
E_tot = -1209.6422 a.u.
Energy above the lowest of the compared OMol25 structures with the same formula, charge and spin = 4.906 eV
Kohn-Sham gap = 3.893 eV
Charge = 0

Element x y z (Å)
C -5.92687 -0.01336 1.07939
C -4.68829 -0.76396 1.05884
C -4.44617 -2.11940 0.98469
C -3.03264 -2.27303 0.98532
C -2.47736 -1.00549 1.04161
B -0.87973 -0.43248 0.98764
F -0.43865 -1.75003 0.61130
F -1.17292 0.54347 0.01047
F -0.96180 -0.11979 2.38196
O -3.49049 -0.10434 1.09048
H -6.76323 -0.71501 1.01153
H -6.04683 0.55605 2.00854
H -6.00064 0.67550 0.22974
H -5.18909 -2.90673 0.93037
H -2.50225 -3.21654 0.94346
C 3.27750 -2.11098 -4.64469
O 3.82633 -2.16020 -3.30856
C 3.16355 -1.50772 -2.31436
C 3.60390 -1.73636 -0.98760
C 2.86036 -1.25540 0.07926
C 1.70215 -0.48299 -0.12962
C 0.90809 0.02860 1.03860
C 1.05226 1.49738 1.27775
C 0.72889 2.03714 2.54150
C 0.58321 3.41105 2.73301
C 0.84668 4.29530 1.67818
C 1.30427 3.79109 0.45706
C 1.42840 2.40856 0.26816
C 1.31756 -0.20566 -1.44498
C 2.02990 -0.69121 -2.54012
H 3.95249 -2.72742 -5.23603
H 2.26138 -2.52725 -4.66992
H 3.27034 -1.08192 -5.02579
H 4.50861 -2.31816 -0.82473
H 3.19090 -1.43992 1.10063
H 1.13912 -0.55052 1.93182
H 0.56481 1.35154 3.36579
H 0.26301 3.78120 3.70803
H 0.68965 5.36787 1.80916
H 1.56842 4.46220 -0.36475
H 1.82279 2.03745 -0.68078
H 0.45655 0.43309 -1.61939
H 1.69586 -0.46163 -3.55298

Löwdin atomic charge list, values in e, 6 entries: -0.035, -0.340, -0.032, -0.027, -0.073, -1.068

***

# 4
Here is C19H18BrN7O in the gas phase at a distorted geometry from the OMol25 dataset. Energies are from ωB97M-V with the def2-TZVPD basis set.

Results
HOMO = -8.512 eV
E_tot = -3767.3381 a.u.
Kohn-Sham gap = 8.638 eV
Structure (SMILES) = Nc1ncnn2c(-c3cncc(Br)c3)cc(-c3ccnn3C3CCOCC3)c12
Charge = 0

Element x y z (Å)
Br -1.41927 -7.12372 0.13910
N 3.11194 -1.71613 -0.88037
N -1.44093 3.00057 1.65131
N 3.61835 0.62495 -0.91032
N 2.50591 -5.71986 0.20274
O -3.50819 3.33972 -1.68257
C 3.89895 -0.71740 -1.14402
C -1.07504 2.55375 2.84415
C 2.45887 0.88899 -0.39141
C 0.03660 -1.49914 0.99006
C -0.35521 1.31136 2.73395
C 0.36278 -0.10670 0.78725
C 1.50865 -0.11033 0.04976
C 0.99775 -2.26834 0.31646
C -0.31128 1.02489 1.38948
C 1.42677 -6.50155 0.04520
C 2.34695 -4.38870 0.36085
C -0.03923 -4.58380 0.26407
C 0.14104 -5.97253 0.10534
C 1.08376 -3.74147 0.28391
N 2.25531 2.24411 -0.29162
N 1.93356 -1.40249 -0.21002
N -0.97388 2.07887 0.72985
C -3.56664 2.07518 -0.96070
C -2.51734 4.24879 -1.13550
C -2.25518 1.35798 -1.21042
C -1.11885 3.63006 -1.28859
C -1.04899 2.18254 -0.74506
H 4.86682 -0.96125 -1.54342
H -1.27294 3.05184 3.80479
H -0.79536 -1.84721 1.62624
H 0.15594 0.74966 3.52751
H 1.60394 -7.57883 -0.04493
H 3.22686 -3.77009 0.48329
H -1.05302 -4.16489 0.31038
H 3.09402 2.82102 -0.27834
H 1.47724 2.52342 0.28695
H -4.40057 1.50433 -1.34929
H -3.75846 2.27142 0.11592
H -2.75009 4.41755 -0.07012
H -2.54834 5.23231 -1.62676
H -2.15977 1.17389 -2.27000
H -2.26591 0.35566 -0.73997
H -0.91874 3.60105 -2.38461
H -0.39328 4.19864 -0.74755
H -0.16551 1.71189 -1.14297

Löwdin atomic charge list, values in e, 6 entries: 0.685, 0.118, 0.089, 0.107, 0.068, -0.155

***

# 5
Here is a molecular structure, C19H18CdIN3O2S2 at a distorted geometry from the OMol25 dataset. Energies are from ωB97M-V with the def2-TZVPD basis set.

Results
HOMO (alpha / beta) = -7.653 / -7.899 eV
E_tot = -2311.2225 a.u.
Energy above the lowest of the compared OMol25 structures with the same formula, charge and spin = 5.752 eV
Kohn-Sham gap (alpha / beta) = 5.445 / 4.491 eV
Charge = 0

Element x y z (Å)
C -0.74910 -3.66526 -1.26487
C -3.47301 -0.75239 0.26795
H -0.68264 -3.65195 -2.36316
H -1.37219 -4.48938 -0.87910
H 0.21197 -3.69074 -0.75387
H -3.55045 0.13492 -0.37887
H -4.40391 -1.35822 0.24773
H -3.25057 -0.47076 1.30298
C 2.08710 -1.01735 -1.09731
C 3.29176 -0.53463 -1.63296
C 3.39725 0.83505 -1.86452
C 2.31957 1.65625 -1.54048
H 1.89963 -2.07566 -0.96442
H 4.09225 -1.22303 -1.85624
H 4.29608 1.28647 -2.28481
H 2.32325 2.72526 -1.73462
N 1.09647 -0.22490 -0.74475
C 1.18485 1.09264 -0.91637
C 0.08317 1.93151 -0.39986
N -0.94576 1.27646 0.14586
C -1.90473 1.96248 0.73461
C -0.91640 4.07093 0.13498
C -1.96186 3.36492 0.73802
H -2.69863 1.37890 1.19735
H -2.82346 3.82656 1.21286
C 0.13897 3.34386 -0.41901
H 1.00968 3.82827 -0.85223
H -0.90514 5.15619 0.09971
Cd -1.86455 -1.97942 -0.45507
I -1.53877 -0.87066 -3.09464
O -0.12015 -4.34842 1.69494
S -0.70050 -3.26718 2.46050
O -2.12887 -3.27400 2.71086
N -0.24686 -1.76237 1.87902
C 0.58697 -1.07849 2.70172
S 1.16400 0.46485 2.48940
C 0.93226 -1.84380 3.90805
C 1.78220 -1.50163 4.96042
C 1.95851 -2.39338 6.01931
C 1.27805 -3.62716 6.03265
C 0.41337 -3.97666 4.98302
C 0.24772 -3.06300 3.95458
H 2.28838 -0.53636 4.92015
H 2.62821 -2.14444 6.84663
H 1.41721 -4.32336 6.85799
H -0.13437 -4.92070 4.94211

Löwdin atomic charge list, values in e, 6 entries: -0.294, -0.373, -0.082, -0.024, -0.055, -0.067

***

Repeat the fourth record exactly.
Here is C19H18BrN7O in the gas phase at a distorted geometry from the OMol25 dataset. Energies are from ωB97M-V with the def2-TZVPD basis set.

Results
HOMO = -8.512 eV
E_tot = -3767.3381 a.u.
Kohn-Sham gap = 8.638 eV
Structure (SMILES) = Nc1ncnn2c(-c3cncc(Br)c3)cc(-c3ccnn3C3CCOCC3)c12
Charge = 0

Element x y z (Å)
Br -1.41927 -7.12372 0.13910
N 3.11194 -1.71613 -0.88037
N -1.44093 3.00057 1.65131
N 3.61835 0.62495 -0.91032
N 2.50591 -5.71986 0.20274
O -3.50819 3.33972 -1.68257
C 3.89895 -0.71740 -1.14402
C -1.07504 2.55375 2.84415
C 2.45887 0.88899 -0.39141
C 0.03660 -1.49914 0.99006
C -0.35521 1.31136 2.73395
C 0.36278 -0.10670 0.78725
C 1.50865 -0.11033 0.04976
C 0.99775 -2.26834 0.31646
C -0.31128 1.02489 1.38948
C 1.42677 -6.50155 0.04520
C 2.34695 -4.38870 0.36085
C -0.03923 -4.58380 0.26407
C 0.14104 -5.97253 0.10534
C 1.08376 -3.74147 0.28391
N 2.25531 2.24411 -0.29162
N 1.93356 -1.40249 -0.21002
N -0.97388 2.07887 0.72985
C -3.56664 2.07518 -0.96070
C -2.51734 4.24879 -1.13550
C -2.25518 1.35798 -1.21042
C -1.11885 3.63006 -1.28859
C -1.04899 2.18254 -0.74506
H 4.86682 -0.96125 -1.54342
H -1.27294 3.05184 3.80479
H -0.79536 -1.84721 1.62624
H 0.15594 0.74966 3.52751
H 1.60394 -7.57883 -0.04493
H 3.22686 -3.77009 0.48329
H -1.05302 -4.16489 0.31038
H 3.09402 2.82102 -0.27834
H 1.47724 2.52342 0.28695
H -4.40057 1.50433 -1.34929
H -3.75846 2.27142 0.11592
H -2.75009 4.41755 -0.07012
H -2.54834 5.23231 -1.62676
H -2.15977 1.17389 -2.27000
H -2.26591 0.35566 -0.73997
H -0.91874 3.60105 -2.38461
H -0.39328 4.19864 -0.74755
H -0.16551 1.71189 -1.14297

Löwdin atomic charge list, values in e, 6 entries: 0.685, 0.118, 0.089, 0.107, 0.068, -0.155